*i*
ORCA calculation (ωB97M-V/def2-TZVPD) on a 15-piece molecular cluster, C30H90O30 overall.

Results
HOMO	-9.81	eV
orbital gap	0.3518	Ha

ORCA input file:
```
! wB97M-V def2-TZVPD RIJCOSX def2/J DEFGRID3
* xyz 0 1
C -3.05442 -9.63145 -3.71561
C -1.82102 -8.68686 -3.88930
O -2.11487 -7.27341 -4.01290
O -3.36351 -9.97553 -2.36298
H -2.88703 -10.60887 -4.16812
H -3.84699 -9.09194 -4.23412
H -1.22904 -9.08208 -4.71481
H -1.22962 -8.79966 -2.98066
H -2.82577 -7.05936 -3.40430
H -2.80725 -10.72788 -2.14823
C 6.69956 1.49982 6.83383
C 6.38113 2.71844 5.98368
O 7.27048 2.75946 4.90503
O 6.31982 0.36090 6.09490
H 6.23152 1.44331 7.81661
H 7.75426 1.55154 7.10404
H 6.52794 3.57793 6.63775
H 5.33939 2.66560 5.66729
H 7.03903 3.41247 4.24050
H 6.57320 0.45990 5.17426
C -6.11381 -2.99653 6.20778
C -6.52247 -2.34629 4.90819
O -5.60187 -2.67705 3.88564
O -6.64471 -4.35308 6.19860
H -6.65255 -2.45957 6.98850
H -5.04184 -3.00903 6.40478
H -6.55123 -1.27366 5.09988
H -7.50538 -2.60898 4.51708
H -5.24811 -1.84659 3.55884
H -6.74974 -4.66977 7.09876
C 3.52270 -4.04268 -5.03288
C 4.27993 -5.34234 -5.47815
O 5.38713 -5.07458 -6.35200
O 2.78730 -3.48429 -6.11317
H 4.18004 -3.29383 -4.59102
H 2.86634 -4.25974 -4.19016
H 3.62426 -5.96862 -6.08311
H 4.61252 -5.92100 -4.61638
H 5.62691 -4.15730 -6.20128
H 2.14788 -4.12654 -6.42981
C 8.40581 -2.34130 -0.39544
C 7.45504 -3.11706 0.46315
O 6.10900 -2.51074 0.24690
O 9.68809 -2.89529 -0.14952
H 8.25855 -1.27227 -0.24182
H 8.20409 -2.53822 -1.44836
H 7.70932 -3.18271 1.52104
H 7.53386 -4.14430 0.10723
H 5.47408 -2.82660 0.89399
H 10.06223 -2.48946 0.63594
C 1.78823 7.98359 3.17657
C 2.87166 8.52168 4.06275
O 2.40003 9.01834 5.31140
O 0.87174 8.95950 2.75604
H 1.19570 7.18098 3.61570
H 2.34756 7.63240 2.30944
H 3.43052 9.28713 3.52437
H 3.54926 7.68579 4.23669
H 2.10608 8.30803 5.88643
H 1.32923 9.70844 2.36696
C -3.91254 6.67268 -4.42772
C -2.51184 7.28907 -4.24567
O -2.20844 8.17599 -5.30474
O -4.00460 5.60663 -5.36629
H -4.65871 7.44150 -4.62831
H -4.20608 6.23937 -3.47160
H -1.71922 6.56642 -4.05162
H -2.56474 7.91101 -3.35209
H -2.72861 8.96531 -5.13740
H -4.13689 6.01576 -6.22460
C 8.39562 6.31466 -0.44316
C 7.13961 5.76996 -1.29774
O 6.31498 4.83195 -0.63123
O 7.91850 6.90389 0.70646
H 9.09130 6.92880 -1.01497
H 8.97570 5.45012 -0.12039
H 7.53555 5.36233 -2.22788
H 6.40798 6.52323 -1.59002
H 5.88451 4.24367 -1.25592
H 7.68946 7.82442 0.55889
C -7.51484 -5.84843 -1.53296
C -8.33019 -7.00924 -0.97892
O -8.04421 -8.12932 -1.71296
O -6.13361 -5.87291 -1.10319
H -7.90950 -4.86836 -1.26498
H -7.53309 -5.95841 -2.61724
H -9.39362 -6.82041 -1.12571
H -8.13813 -7.23044 0.07098
H -7.09161 -8.20604 -1.62205
H -6.03053 -5.23737 -0.39110
C 0.09161 0.22125 7.80633
C -0.09613 0.53924 6.32425
O -0.57194 1.87288 6.13512
O -1.14736 0.17520 8.44073
H 0.70182 0.96234 8.32260
H 0.67998 -0.69159 7.89935
H -0.78764 -0.18011 5.88558
H 0.82184 0.42173 5.74836
H -0.68148 2.10123 5.20913
H -1.34270 1.04362 8.80030
C -1.07880 -6.42779 3.69140
C -0.02118 -6.38278 2.53328
O 1.08159 -5.62032 2.94422
O -0.76313 -7.37868 4.60769
H -2.04679 -6.77807 3.33307
H -1.21235 -5.41908 4.08229
H -0.45690 -5.95073 1.63240
H 0.47589 -7.31026 2.24901
H 1.63274 -6.18229 3.49375
H -0.13841 -6.97077 5.21179
C -1.74689 0.51003 -0.72116
C -0.26441 0.60682 -0.42620
O 0.09053 1.70170 0.42059
O -2.52388 1.04674 0.40007
H -1.99554 -0.52843 -0.93994
H -1.99001 1.07668 -1.61999
H 0.36355 0.42112 -1.29755
H -0.03179 -0.19684 0.27244
H 1.03584 1.60075 0.55405
H -2.10456 1.89993 0.53364
C -4.47863 -1.05164 -7.19384
C -4.99392 -2.32434 -7.88832
O -5.89787 -1.96262 -8.89715
O -5.44338 -0.57514 -6.26989
H -4.19981 -0.26808 -7.89838
H -3.52537 -1.32271 -6.74007
H -5.50832 -2.92104 -7.13504
H -4.16056 -2.89392 -8.29966
H -6.67852 -2.52033 -8.86310
H -5.08335 0.26342 -5.97193
C 1.92579 2.61403 -7.03619
C 3.27105 3.13057 -6.53236
O 3.95875 2.14588 -5.76334
O 2.04442 1.68198 -8.09077
H 1.39028 3.50669 -7.35945
H 1.30648 2.16393 -6.26033
H 3.13927 3.97865 -5.86042
H 3.84159 3.50859 -7.38070
H 4.74538 1.77988 -6.17427
H 2.43410 0.92365 -7.64955
C -5.20389 6.44089 3.71215
C -5.15840 6.25277 5.22682
O -5.21124 4.89552 5.60537
O -3.94870 5.95917 3.14477
H -5.23507 7.51280 3.51690
H -5.99695 5.80565 3.31769
H -6.01038 6.76546 5.67334
H -4.21351 6.73343 5.48027
H -4.42916 4.43407 5.29392
H -3.38605 6.73468 3.08465
*
```

Atomic partial charges in e from the Mulliken method, atoms 1 to 6:
1. C -0.5385
2. C -0.1678
3. O -0.5268
4. O -0.5187
5. H 0.3010
6. H 0.3248

*ii*
ORCA calculation (ωB97M-V/def2-TZVPD) on a 15-piece molecular cluster, C30H90O30 overall.

Results
HOMO	-8.70	eV
orbital gap	0.3162	Ha

ORCA input file:
```
! wB97M-V def2-TZVPD RIJCOSX def2/J DEFGRID3
* xyz 0 1
C -5.03225 -1.41448 0.03622
C -4.53985 -2.67165 -0.66366
O -5.08958 -3.85789 -0.11476
O -4.30332 -1.40100 1.21965
H -6.07328 -1.33810 0.35007
H -4.89963 -0.52796 -0.58394
H -3.45607 -2.75085 -0.74871
H -4.91741 -2.58701 -1.68268
H -4.63115 -3.97612 0.72038
H -4.48782 -0.52728 1.57202
C -2.78621 0.94689 3.75847
C -2.88488 2.15339 4.70856
O -3.81457 1.89694 5.76064
O -3.75759 0.90584 2.68349
H -2.80638 0.05582 4.38590
H -1.78641 0.84405 3.33665
H -3.19799 2.94972 4.03334
H -1.89398 2.22859 5.15640
H -4.28309 2.72796 5.86788
H -3.77759 1.73168 2.19442
C 3.92872 0.45865 -3.19499
C 4.33630 -0.11821 -4.60129
O 5.14426 -1.17950 -4.29532
O 2.62988 0.17345 -2.78535
H 3.98413 1.54680 -3.22581
H 4.63025 0.12060 -2.43232
H 4.80614 0.61219 -5.25998
H 3.42849 -0.43500 -5.11473
H 5.54808 -1.53550 -5.09017
H 2.48349 0.78687 -2.06154
C -1.60056 -4.04855 -2.99093
C -1.52344 -4.94423 -1.72824
O -0.97335 -6.19765 -2.06317
O -0.27903 -3.59516 -3.30926
H -2.25927 -3.18103 -2.95097
H -2.01179 -4.61914 -3.82364
H -2.51994 -5.04902 -1.29916
H -0.83362 -4.55272 -0.98060
H -1.36984 -6.88618 -1.52436
H -0.18620 -2.64038 -3.27206
C -3.05627 -4.31720 2.73228
C -3.62532 -5.69012 2.62551
O -4.76192 -5.70016 1.77933
O -2.62803 -3.79934 1.47667
H -2.20543 -4.37058 3.41147
H -3.80860 -3.62244 3.10567
H -3.95747 -6.06847 3.59228
H -2.81386 -6.34830 2.31494
H -4.94682 -6.62656 1.60850
H -2.84813 -2.86931 1.38607
C 1.44154 -4.13990 1.94711
C 0.52685 -5.26873 2.39801
O -0.49268 -5.54420 1.38549
O 0.82647 -2.92149 2.23545
H 1.87547 -4.40213 0.98221
H 2.31247 -4.22817 2.59657
H 0.20796 -5.02408 3.41120
H 1.22112 -6.10490 2.48118
H -0.87476 -4.68981 1.17187
H 0.48765 -2.51838 1.43277
C 3.96010 3.31008 -0.22926
C 4.03072 4.15155 1.03339
O 2.96397 5.14759 1.18668
O 2.96284 2.36907 -0.15393
H 4.90065 2.76425 -0.30372
H 3.85222 3.94427 -1.10918
H 5.02364 4.54454 0.81484
H 4.00710 3.43872 1.85767
H 3.15890 5.45709 2.07427
H 2.12547 2.73885 0.13532
C 3.04405 -3.58353 -2.98669
C 3.27365 -3.02598 -1.56734
O 4.09333 -3.93853 -0.86764
O 2.20332 -4.67815 -3.02561
H 4.00196 -3.89877 -3.40038
H 2.61426 -2.78958 -3.59745
H 2.37693 -2.87573 -0.96616
H 3.89223 -2.12926 -1.60413
H 3.58381 -4.74817 -0.78715
H 1.30047 -4.35665 -3.08133
C 4.73993 -0.45079 1.30568
C 5.42835 -1.78249 1.82277
O 5.89892 -2.44467 0.67954
O 3.46574 -0.74541 0.79411
H 5.37951 0.00318 0.54877
H 4.62955 0.36600 2.01895
H 4.73234 -2.30158 2.48171
H 6.26942 -1.54548 2.47432
H 5.17612 -2.66611 0.08782
H 3.06804 0.10706 0.60249
C 1.08146 4.69289 -2.81997
C 1.03130 3.92967 -4.19887
O 2.33263 3.69618 -4.71875
O 1.59536 5.94470 -3.11761
H 1.76650 4.22647 -2.11197
H 0.19356 4.75671 -2.19095
H 0.48981 4.50302 -4.95131
H 0.50178 2.97818 -4.15031
H 2.16429 3.19418 -5.51954
H 2.53492 5.84165 -3.28557
C 1.10177 3.36939 5.25544
C 1.45676 2.56856 3.97260
O 0.26338 1.85168 3.60789
O 0.25788 4.49583 5.11034
H 2.07535 3.73657 5.58015
H 0.78034 2.65416 6.01257
H 2.25990 1.83912 4.07742
H 1.74806 3.23882 3.16390
H 0.12851 1.16269 4.26263
H 0.36415 4.85899 4.22806
C -0.77873 -0.67303 0.27343
C -0.00947 0.65901 0.36772
O -0.04606 1.37426 -0.91077
O -0.09960 -1.72078 -0.46500
H -1.81070 -0.56421 -0.06021
H -0.93448 -1.03227 1.29067
H 0.99989 0.36863 0.65919
H -0.48627 1.20883 1.17917
H 0.15303 2.30741 -0.80495
H -0.18367 -1.48613 -1.39207
C -3.64073 2.39805 -0.30992
C -4.88783 2.71047 -1.14015
O -4.86605 4.06263 -1.42657
O -3.72386 2.98524 0.99562
H -2.73273 2.72772 -0.81484
H -3.72170 1.32356 -0.14551
H -5.87076 2.47591 -0.73157
H -4.82210 2.10726 -2.04563
H -4.06919 4.28478 -1.91365
H -4.18260 3.82850 0.98713
C -1.02495 5.09285 2.14296
C -0.62216 4.87556 0.62852
O 0.45613 4.02392 0.53995
O 0.00795 5.85978 2.71386
H -1.22122 4.15156 2.65634
H -1.93147 5.69756 2.16828
H -0.45601 5.84981 0.16882
H -1.44626 4.42786 0.07307
H 1.22478 4.44448 0.93228
H -0.42583 6.64636 3.05256
C -0.58022 -0.29220 -4.30013
C -2.00467 0.09138 -3.83421
O -2.13079 1.07685 -2.89473
O 0.12665 -0.81815 -3.20565
H -0.08958 0.56307 -4.76477
H -0.64849 -1.09901 -5.02986
H -2.48139 -0.68833 -3.24018
H -2.57093 0.30922 -4.73974
H -1.49395 0.99054 -2.18158
H 0.91686 -0.32037 -2.98342
*
```

Atomic partial charges in e from the Mulliken method, atoms 1 to 6:
1. C -0.1084
2. C -0.1392
3. O -0.6718
4. O -0.2951
5. H 0.4418
6. H 0.0794

Which structure is the most stable? The one labeled *ii*.

*i*
ORCA calculation (ωB97M-V/def2-TZVPD) on an isolated molecule of C6H10O.

Results
SMILES	O[C@@H]1C=CCCC1
HOMO	-9.38	eV
orbital gap	0.3818	Ha

ORCA input file:
```
! wB97M-V def2-TZVPD RIJCOSX def2/J DEFGRID3
* xyz 0 1
O 1.18531 -0.75440 1.31469
C 1.30340 -0.51390 -0.10772
C 0.09283 -1.24620 -0.66352
C -1.06231 -0.74054 0.44209
C -1.28652 0.75052 0.08425
C -0.02069 1.52393 -0.23238
C 1.16877 0.95108 -0.41698
H 1.02347 0.07004 1.78633
H 2.28487 -0.91237 -0.37993
H 0.34463 -2.31130 -0.88381
H -0.25539 -0.86791 -1.64708
H -1.03539 -0.77733 1.56206
H -1.90349 -1.37751 0.22002
H -1.90334 0.74685 -0.81899
H -1.85254 1.32858 0.83333
H -0.11363 2.60319 -0.34514
H 2.03001 1.52726 -0.74722
*
```

Atomic partial charges in e from the Mulliken method, atoms 1 to 6:
1. O -0.5625
2. C -0.0494
3. C -0.7294
4. C -0.6880
5. C -0.5440
6. C -0.3057

*ii*
ORCA calculation (ωB97M-V/def2-TZVPD) on an isolated molecule of C6H10O.

Results
SMILES	C=C(O)[C@H]1C[C@@H]1C
HOMO	-8.66	eV
orbital gap	0.3531	Ha

ORCA input file:
```
! wB97M-V def2-TZVPD RIJCOSX def2/J DEFGRID3
* xyz 0 1
C -0.12066 1.39687 -2.07584
C -0.60368 0.77149 -0.77156
C -0.52030 -0.72462 -0.75059
C 0.32392 -0.29075 1.54879
O -0.10787 0.66266 2.42079
C 0.67348 -1.52868 1.91847
C 0.43303 0.09092 0.09499
H -0.90639 1.34737 -2.84059
H 0.73237 0.82644 -2.46489
H 0.20100 2.44205 -2.00352
H -1.47036 1.24313 -0.31276
H -0.16241 -1.22284 -1.64586
H -1.24127 -1.29912 -0.17508
H -0.32242 0.22246 3.25900
H 0.70412 -1.89933 2.94154
H 0.93161 -2.22221 1.12823
H 1.45583 0.18416 -0.27111
*
```

Atomic partial charges in e from the Mulliken method, atoms 1 to 6:
1. C -1.3747
2. C 0.2798
3. C -0.8586
4. C 0.2614
5. O -0.4802
6. C -1.0889

*iii*
ORCA calculation (ωB97M-V/def2-TZVPD) on an isolated molecule of C6H10O.

Results
SMILES	C=C(C)/C=C/CO
HOMO	-8.40	eV
orbital gap	0.3370	Ha

ORCA input file:
```
! wB97M-V def2-TZVPD RIJCOSX def2/J DEFGRID3
* xyz 0 1
C -0.38290 -2.35592 -1.76158
C 0.18789 -1.11466 -1.13510
C 1.31327 -0.59696 -1.65876
C -0.57762 1.25285 1.78999
O 0.34407 2.32824 2.06506
C -0.32301 0.75235 0.39644
C -0.58135 -0.47561 -0.05764
H 0.18426 -2.68440 -2.62474
H -0.42643 -3.17414 -1.04509
H -1.40881 -2.22284 -2.12321
H 1.58223 -0.90931 -2.65406
H 2.03599 0.01090 -1.13354
H -1.57071 1.67222 1.97037
H -0.42947 0.43065 2.44638
H 0.83174 2.03680 2.84472
H 0.43969 1.23059 -0.21391
H -1.34818 -1.14948 0.31594
*
```

Atomic partial charges in e from the Mulliken method, atoms 1 to 6:
1. C -1.3819
2. C 0.8819
3. C -0.9182
4. C -0.4424
5. O -0.5106
6. C -0.2315

Which structure is the most stable? The one labeled *ii*.

*i*
ORCA calculation (ωB97M-V/def2-TZVPD) on an isolated molecule of C2H4N2O2.

Results
SMILES	C/C(N=O)=N/O
HOMO (alpha / beta)	-9.49 / -9.02	eV
orbital gap (alpha / beta)	0.3119 / 0.2821	Ha

ORCA input file:
```
! wB97M-V def2-TZVPD RIJCOSX def2/J DEFGRID3
* xyz 0 1
C -0.92585 -0.22570 -1.16783
C 0.21345 -0.00510 -0.21920
O 0.52953 0.78375 1.92778
N -0.04855 -0.15763 1.12035
N 1.49661 0.01658 -0.61268
O 2.27652 -0.17972 0.36838
H 0.10561 0.64240 2.79100
H -0.58165 -0.16284 -2.20101
H -1.71725 0.51035 -1.00057
H -1.34843 -1.22208 -1.00623
*
```

Atomic partial charges in e from the Mulliken method, atoms 1 to 6:
1. C -0.8391
2. C 0.6998
3. O -0.2824
4. N -0.3171
5. N -0.1901
6. O -0.3137

*ii*
ORCA calculation (ωB97M-V/def2-TZVPD) on a 2-piece molecular cluster, C2H4N2O2 overall.

Results
SMILES	[H]/N=C\O.N=C=O
HOMO	-9.22	eV
orbital gap	0.3609	Ha

ORCA input file:
```
! wB97M-V def2-TZVPD RIJCOSX def2/J DEFGRID3
* xyz 0 1
O 0.09981 2.01234 0.72229
C -0.27780 1.42646 -0.50927
N -0.62688 0.24101 -0.88149
C 0.19458 -1.35773 0.16516
N 0.39393 -0.56041 1.15369
O 0.14544 -2.08118 -0.80488
H -0.19802 2.25479 -1.20143
H -1.35820 -0.37837 -0.62459
H 0.40745 1.19998 1.16522
H 1.31666 -0.70224 1.48071
*
```

Atomic partial charges in e from the Mulliken method, atoms 1 to 6:
1. O -0.4750
2. C 0.1115
3. N -0.5858
4. C 0.7907
5. N -0.7173
6. O -0.4300

Which structure is the most stable? The one labeled *ii*.